A 3-piece molecular cluster, C19H39ClO9 overall, computed with ωB97M-V/def2-TZVPD.

Calculated values
Structure (SMILES): CC[C@@H](Cl)[C@]1(C)COC(=O)O1.COCCOCCOC.COCCOCCOC
Calculated total energy: -51282.0528 eV
HOMO-LUMO gap: 9.77 eV

Structure (XYZ):
```
68
Properties=species:S:1:pos:R:3:forces:R:3:mulliken_charge:R:1
C 3.289833 4.057530 -2.915025 -0.456 -0.177 -0.135 -1.267
C 2.566700 4.783394 -4.040524 0.450 0.201 0.360 -0.986
C 1.398290 5.609843 -3.569048 -0.024 -0.420 -0.527 -0.324
Cl 0.933047 6.687234 -4.932009 -0.113 0.042 0.155 -0.178
C 0.193125 4.778603 -3.011596 -0.650 0.772 -1.071 1.908
C -0.319463 5.361123 -1.696847 0.126 -0.364 -0.129 -1.685
C 0.318807 3.240521 -3.019642 -0.456 0.077 0.773 -0.911
O -0.765428 2.758741 -3.787347 -0.482 -0.099 -0.447 -0.407
C -1.511693 3.788868 -4.245960 -1.695 -0.563 -1.095 0.504
O -2.565118 3.674092 -4.847645 2.170 0.204 1.187 -0.587
O -0.911439 4.937326 -3.947887 -0.123 0.414 -0.037 -0.452
H 2.619069 3.574808 -2.216724 -0.138 -0.070 0.268 0.351
H 3.904336 4.728619 -2.343628 0.378 0.318 0.207 0.405
H 3.892682 3.275820 -3.343101 0.494 -0.283 -0.038 0.326
H 2.283880 4.124392 -4.843707 -0.316 -0.397 -0.268 0.390
H 3.277281 5.467074 -4.475203 0.245 0.292 -0.305 0.514
H 1.750987 6.292185 -2.817231 0.021 0.177 0.447 0.386
H -1.305362 5.751279 -1.868076 -0.485 0.216 -0.086 0.424
H -0.410839 4.579155 -0.960819 0.092 -0.108 0.526 0.330
H 0.281455 6.177781 -1.334219 0.328 0.121 0.266 0.411
H 1.230961 2.814412 -3.385083 0.276 -0.056 -0.341 0.530
H 0.129444 2.903788 -2.010411 0.338 -0.329 0.356 0.312
C -2.838016 2.424492 0.253865 0.112 0.033 0.000 -0.817
O -2.019982 2.220262 1.382630 -0.024 -0.132 -0.003 -0.193
C -2.657536 2.626384 2.582367 0.203 0.054 -0.141 -0.629
C -1.924921 2.074557 3.783827 -0.086 0.004 0.144 -0.417
O -2.250893 0.724201 4.075091 0.062 0.023 -0.062 -0.477
C -1.634764 -0.260376 3.257348 -0.116 -0.117 0.096 -0.413
C -0.198408 -0.547214 3.629364 0.144 0.061 -0.278 -0.461
O 0.666333 0.431175 3.073301 -0.052 0.117 0.126 -0.170
C 1.946483 0.391615 3.659576 -0.038 0.021 -0.089 -0.785
H -3.111142 3.481883 0.151984 -0.084 -0.022 -0.027 0.326
H -2.271656 2.120209 -0.625182 0.009 -0.005 -0.008 0.174
H -3.747137 1.815491 0.310099 -0.045 0.080 -0.008 0.394
H -3.694735 2.271340 2.596178 -0.029 0.025 0.042 0.346
H -2.655774 3.724794 2.628234 -0.105 -0.002 0.053 0.440
H -2.247862 2.641078 4.659448 -0.019 -0.014 0.009 0.386
H -0.846614 2.207296 3.678125 0.015 0.002 -0.134 0.207
H -1.719364 -0.004676 2.199413 0.121 0.042 -0.020 0.218
H -2.209020 -1.172818 3.429393 -0.010 0.004 0.018 0.400
H 0.089520 -1.530752 3.230715 -0.054 -0.069 0.128 0.304
H -0.098248 -0.561304 4.721059 -0.039 -0.047 0.020 0.349
H 1.895191 0.628894 4.728550 0.037 -0.075 0.017 0.324
H 2.560623 1.141108 3.164668 -0.001 0.001 -0.028 0.221
H 2.412232 -0.592290 3.528117 0.023 -0.004 0.058 0.277
C -1.034876 -3.089692 -1.667252 0.059 -0.058 -0.032 -0.750
O -0.163179 -3.938916 -0.956925 -0.151 -0.086 0.112 -0.298
C 0.294135 -3.341259 0.242866 0.100 -0.048 -0.265 -0.466
C 0.913553 -4.374290 1.155510 0.019 0.048 0.155 -0.541
O -0.037998 -5.109317 1.910967 0.015 -0.005 -0.061 -0.422
C -0.720956 -6.148918 1.224694 -0.078 0.005 0.146 -0.459
C 0.098466 -7.409213 1.066209 0.003 -0.005 -0.281 -0.579
O 0.989080 -7.289627 -0.029611 0.097 0.102 0.112 -0.257
C 1.981360 -8.289262 -0.012597 -0.045 0.049 -0.067 -0.765
H -0.545554 -2.141958 -1.920819 -0.046 0.036 0.015 0.297
H -1.315057 -3.597605 -2.587348 0.020 -0.016 -0.010 0.248
H -1.942197 -2.885270 -1.086554 0.020 0.077 -0.006 0.306
H -0.539639 -2.851957 0.762246 0.024 0.037 0.047 0.255
H 1.048360 -2.583126 -0.012891 -0.034 0.084 0.127 0.488
H 1.514408 -3.843499 1.897445 -0.009 0.001 0.016 0.447
H 1.578277 -5.038470 0.600254 -0.059 0.001 -0.122 0.246
H -1.098534 -5.805195 0.260092 0.095 -0.044 -0.083 0.235
H -1.579035 -6.388628 1.855710 0.004 0.012 0.017 0.378
H -0.575445 -8.257528 0.880230 -0.004 -0.026 0.124 0.444
H 0.659381 -7.595293 1.990089 -0.038 -0.016 0.044 0.337
H 2.612605 -8.199107 0.879293 -0.021 -0.078 0.021 0.316
H 2.602329 -8.153465 -0.895325 -0.015 0.006 -0.026 0.231
H 1.535649 -9.290344 -0.042722 0.038 -0.024 0.041 0.312
```
Forces are in eV/Å.